A gas-phase ion, C6H10BrN2 (charge +1), computed with wB97M-V/def2-TZVPD.

As for the spin multiplicity: 3. The total charge is +1. Its HOMO energy (spin up / spin down) is -11.05 / -14.11 eV.

The geometry in XYZ format:
```
19
Properties=species:S:1:pos:R:3:forces:R:3:mulliken_spin:R:1
Br 0.931792 -0.227827 -2.455675 0.1 0.1 0.6 0.062
N 0.442789 0.827010 0.143680 -1.2 0.9 0.8 -0.007
N -1.470862 1.723363 1.065685 0.5 -0.6 -1.0 0.098
C -0.902903 0.875834 0.184259 0.9 0.6 1.5 0.111
C -1.481709 -1.564726 0.106571 -1.7 1.9 -0.4 -0.013
C -0.403912 -2.208526 0.236005 0.8 -0.9 0.4 0.811
C 2.701015 -0.045339 -0.189368 0.0 0.0 -0.1 -0.024
C -1.718982 -0.105676 -0.504635 -0.4 -1.6 -0.4 0.117
C 1.285215 0.078801 -0.618730 0.8 -0.5 -1.4 0.716
H -2.775871 0.122126 -0.395202 0.0 0.1 0.0 -0.006
H -2.449505 -1.971001 0.369262 -0.2 -0.4 0.2 0.067
H -2.470503 1.822848 1.094312 -0.1 -0.1 0.0 -0.003
H -0.924969 2.339956 1.645304 0.0 0.1 0.0 -0.005
H 0.580792 -2.579711 0.288232 0.5 -0.1 -0.1 0.020
H -1.482013 -0.220385 -1.559857 0.0 0.4 0.0 -0.012
H 3.324680 0.727687 -0.649040 0.0 0.0 0.0 0.046
H 3.105595 -1.003617 -0.511600 0.0 0.0 0.0 0.022
H 0.915295 1.380913 0.858674 0.0 -0.1 -0.2 -0.002
H 2.794054 0.028271 0.892123 0.0 0.0 0.1 0.002
```
Forces are in eV/Å.

A single CH5N3OS molecule, computed with wB97M-V/def2-TZVPD.

As for the spin multiplicity: 1. Its SMILES is [H]/N=C(/NO)NS. Its HOMO energy is -9.46 eV.

The geometry in XYZ format:
```
11
Properties=species:S:1:pos:R:3:forces:R:3:mulliken_charge:R:1
S 1.911785 1.234566 0.338176 -1.2 -0.5 0.5 -0.093
O 0.640151 -1.521070 0.823693 -3.1 2.3 1.1 -0.442
N 0.142648 -1.357709 -0.546241 0.5 0.2 1.1 -0.220
N 0.224083 1.013827 -0.099829 2.4 -2.1 0.9 -0.354
N -1.625676 0.037449 -1.083962 -1.2 1.1 0.0 -0.695
C -0.460734 -0.087164 -0.624155 0.8 -0.6 0.3 0.638
H -0.044562 -0.884174 1.411972 2.6 -2.7 -2.0 0.338
H -1.897525 1.041529 -0.956902 -0.1 -1.1 -0.7 0.201
H -0.336047 1.790288 -0.235983 -0.6 2.2 0.1 0.172
H 1.966145 0.857982 1.709563 -0.5 0.4 -1.6 0.135
H -0.520268 -2.125523 -0.736332 0.2 0.9 0.2 0.319
```
Forces are in eV/Å.

2 unconnected molecules or ions with the total composition C2H2F3N2, computed with wB97M-V/def2-TZVPD.

As for the spin multiplicity: 1. The total charge is +1. Its HOMO energy (spin up / spin down) is -14.13 / -14.13 eV.

The geometry in XYZ format:
```
9
Properties=species:S:1:pos:R:3:forces:R:3:mulliken_charge:R:1
F 2.168915 0.530837 -1.162448 0.3 0.4 -0.9 -0.041
F 1.574793 -1.173831 -0.005877 0.1 0.4 0.2 -0.044
F 1.759026 0.778542 0.922999 0.0 0.0 0.2 -0.032
N -1.434296 -0.041828 0.178779 -0.2 -0.4 -0.3 0.657
N -1.853881 -0.587233 1.125990 -0.9 0.0 3.1 -0.814
C 1.677588 0.082719 -0.115281 -1.5 -0.8 0.4 0.784
C -0.795022 0.595290 -0.553304 3.7 1.7 -4.0 -0.237
H -2.581133 -1.269780 1.149505 -0.2 -0.9 -0.7 0.312
H -0.515991 1.085288 -1.540362 -1.2 -0.4 1.9 0.416
```
Forces are in eV/Å.

2 unconnected molecules or ions with the total composition CH4N2O2S, computed with wB97M-V/def2-TZVPD.

As for the spin multiplicity: 1. Its HOMO energy is -8.86 eV.

The geometry in XYZ format:
```
10
Properties=species:S:1:pos:R:3:forces:R:3:mulliken_charge:R:1
S 1.312191 1.995379 0.735812 -0.1 0.1 -0.8 0.722
O 2.388756 1.865257 -0.215189 -0.2 -0.1 0.4 -0.402
O 0.205044 2.819225 0.308012 0.1 -0.3 0.3 -0.433
N -1.249682 -0.134823 -0.468015 -0.3 -0.3 -0.3 -0.308
N 0.167816 -1.701872 0.313011 -0.2 -0.4 -0.2 -0.288
C -0.157392 -0.423004 0.209356 0.7 0.7 0.4 -0.124
H -0.354706 -2.458288 -0.130499 0.1 0.1 0.1 0.180
H 1.014846 -1.956045 0.787995 -0.1 0.0 0.0 0.234
H -1.507702 0.829368 -0.599909 0.1 0.0 0.1 0.250
H -1.819170 -0.835197 -0.940575 0.0 0.2 0.1 0.168
```
Forces are in eV/Å.

2 unconnected molecules or ions with the total composition C2HO4, computed with wB97M-V/def2-TZVPD.

As for the spin multiplicity: 1. The total charge is -1. Its HOMO energy is -2.05 eV.

The geometry in XYZ format:
```
7
Properties=species:S:1:pos:R:3:forces:R:3:mulliken_charge:R:1
O -0.983930 0.343208 0.935118 -0.6 0.3 -0.2 -0.255
O 1.451344 0.513337 -1.715489 -1.7 -0.3 0.1 -0.402
O 0.401996 0.631184 1.248286 0.4 0.2 0.4 -0.250
O -0.821725 0.132050 -2.022218 -0.5 -0.1 0.1 -0.345
C 0.293295 0.298511 -1.777682 2.1 0.3 -0.2 0.667
C -0.026437 -0.726506 1.060219 -0.6 -1.4 2.0 -0.500
H -0.314542 -1.191784 2.271767 0.8 0.9 -2.2 0.085
```
Forces are in eV/Å.